Molecular formula: C5H12O2
Method: DFT, ωB97M-V/def2-TZVPD

## Properties
Orbital gap (Ha): 0.395
SMILES string: COCCCOC
DFT total energy (eV): -9472.1515
Largest force on an atom (hartree/bohr): 0.069
2S+1: 1
Total charge: 0
ΔE to the lowest compared entry with this formula, charge and spin (kJ/mol): 287.93
E_LUMO (eV): 1.01

Last columns: bonded neighbours and bond lengths (Å).
Element x y z (Å)
1 O -0.19406 -2.12466 1.41201  C3 1.430, C5 1.505
2 O -0.82041 2.44844 -0.69004  C4 1.383, C6 1.479
3 C 0.51437 -3.33274 1.12541  O1 1.430, H8 1.125, H9 1.135, H10 1.106
4 C 0.19971 3.36476 -0.86711  O2 1.383, H11 1.011, H12 1.120, H13 1.091
5 C -0.29161 -1.26386 0.18172  O1 1.505, C7 1.530, H14 1.142, H15 1.067
6 C -0.39388 1.04216 -0.86107  O2 1.479, C7 1.566, H16 1.083, H17 1.092
7 C -0.57106 0.21503 0.45710  C5 1.530, C6 1.566, H18 1.106, H19 1.106
8 H 1.56241 -2.92653 1.08969  C3 1.125
9 H 0.56821 -3.98781 2.05111  C3 1.135
10 H 0.24590 -3.92800 0.23304  C3 1.106
11 H 0.63518 3.21650 -1.76742  C4 1.011
12 H -0.24517 4.39049 -0.93394  C4 1.120
13 H 0.90908 3.29094 -0.04166  C4 1.091
14 H -1.14265 -1.65280 -0.47212  C5 1.142
15 H 0.63658 -1.33983 -0.33873  C5 1.067
16 H 0.65683 1.22425 -1.05264  C6 1.083
17 H -0.81001 0.42937 -1.66279  C6 1.092
18 H 0.10263 0.69991 1.18853  C7 1.106
19 H -1.56205 0.23440 0.94893  C7 1.106

***

Molecular formula: C5H12O2
Method: DFT, ωB97M-V/def2-TZVPD

## Properties
Orbital gap (Ha): 0.364
SMILES string: C=C[C@@H](C)O.CO
DFT total energy (eV): -9473.0626
Largest force on an atom (hartree/bohr): 0.011
2S+1: 1
Total charge: 0
ΔE to the lowest compared entry with this formula, charge and spin (kJ/mol): 200.03
E_LUMO (eV): 0.76

Last columns: bonded neighbours and bond lengths (Å).
Element x y z (Å)
1 C 2.03660 -0.95526 1.17375  O4 1.422, H8 1.096, H9 1.104, H10 1.106
2 C 0.57133 1.62130 0.79623  C3 1.329, H11 1.092, H12 1.088
3 C 0.12261 1.02666 -0.30446  C2 1.329, C5 1.516, H13 1.089
4 O 1.23158 -1.24825 0.03931  C1 1.422, H14 0.973
5 C -1.24954 0.39110 -0.40656  C3 1.516, C6 1.523, O7 1.437, H15 1.099
6 C -1.53556 -0.18504 -1.78683  C5 1.523, H16 1.096, H17 1.097, H18 1.095
7 O -1.39467 -0.62266 0.60114  C5 1.437, H19 0.968
8 H 2.53524 -1.87916 1.48694  C1 1.096
9 H 2.81054 -0.21342 0.91178  C1 1.104
10 H 1.48920 -0.54956 2.04514  C1 1.106
11 H 0.00260 1.59330 1.72819  C2 1.092
12 H 1.53254 2.13044 0.81021  C2 1.088
13 H 0.72328 1.01384 -1.21255  C3 1.089
14 H 0.31328 -1.35850 0.34013  O4 0.973
15 H -1.97376 1.18876 -0.19205  C5 1.099
16 H -0.87194 -1.02975 -2.00196  C6 1.096
17 H -2.57475 -0.53080 -1.85623  C6 1.097
18 H -1.38689 0.57890 -2.55690  C6 1.095
19 H -2.26757 -1.02185 0.47408  O7 0.968

***

Molecular formula: C5H12O2
Method: DFT, ωB97M-V/def2-TZVPD

## Properties
Orbital gap (Ha): 0.397
SMILES string: CO[C@@H](C)CCO
DFT total energy (eV): -9474.0427
Largest force on an atom (hartree/bohr): 0.009
2S+1: 1
Total charge: 0
ΔE to the lowest compared entry with this formula, charge and spin (kJ/mol): 105.46
E_LUMO (eV): 0.97

Last columns: bonded neighbours and bond lengths (Å).
Element x y z (Å)
1 C -1.83056 -0.40387 1.24582  O2 1.408, H8 1.100, H9 1.098, H10 1.096
2 O -0.54704 -0.54790 0.68617  C1 1.408, C3 1.425
3 C -0.19148 0.45589 -0.26068  O2 1.425, C4 1.527, C5 1.525, H11 1.105
4 C -0.29360 1.87777 0.28744  C3 1.527, H12 1.096, H13 1.095, H14 1.096
5 C 1.22446 0.12892 -0.72419  C3 1.525, C6 1.531, H15 1.098, H16 1.098
6 C 1.41034 -1.33793 -1.11969  C5 1.531, O7 1.408, H17 1.104, H18 1.095
7 O 1.50551 -2.19642 -0.00730  C6 1.408, H19 0.970
8 H -2.52230 0.08235 0.54284  C1 1.100
9 H -1.76902 0.19132 2.16641  C1 1.098
10 H -2.21551 -1.40312 1.47906  C1 1.096
11 H -0.88677 0.35729 -1.11351  C3 1.105
12 H 0.41802 2.03916 1.10481  C4 1.096
13 H -1.29845 2.11871 0.65044  C4 1.095
14 H -0.06078 2.58635 -0.51512  C4 1.096
15 H 1.92982 0.35962 0.08524  C5 1.098
16 H 1.46898 0.78347 -1.57133  C5 1.098
17 H 0.58778 -1.64026 -1.79172  C6 1.104
18 H 2.34398 -1.45516 -1.67895  C6 1.095
19 H 0.72662 -1.99616 0.53427  O7 0.970

***

Molecular formula: C5H12O2
Method: DFT, ωB97M-V/def2-TZVPD

## Properties
Orbital gap (Ha): 0.117
DFT total energy (eV): -9468.3337
Largest force on an atom (hartree/bohr): 0.073
2S+1: 1
Total charge: 0
ΔE to the lowest compared entry with this formula, charge and spin (kJ/mol): 656.29
E_LUMO (eV): -3.84

Last columns: bonded neighbours and bond lengths (Å).
Element x y z (Å)
1 C -0.03101 -0.72391 0.24804  C2 1.499, H7 1.132, H8 1.191, H17 1.079
2 C -1.46429 -0.30758 0.38565  C1 1.499, C3 1.385, C5 1.365
3 C -2.21141 -1.01544 1.31206  C2 1.385, H9 1.058, H10 1.061
4 C -0.97806 1.09784 -1.69418  C5 1.526, H6 1.172, H11 1.112, H12 1.139
5 C -1.87687 0.55955 -0.58464  C2 1.365, C4 1.526, H13 1.114
6 H -0.82478 0.17158 -2.39594  C4 1.172
7 H 0.12428 -1.20282 1.26167  C1 1.132
8 H 0.03887 -1.63922 -0.51112  C1 1.191
9 H -3.25486 -0.93560 1.46935  C3 1.058
10 H -1.77215 -1.81344 1.85551  C3 1.061
11 H -0.04767 1.37437 -1.15116  C4 1.112
12 H -1.46142 2.02189 -2.15162  C4 1.139
13 H -2.92437 0.93336 -0.52909  C5 1.114
14 H 4.19860 -0.18423 1.67797  O16 1.002
15 H 2.87997 0.29010 0.74966  O16 1.112
16 O 3.24263 -0.43420 1.51160  H14 1.002, H15 1.112
17 H 0.69361 0.05934 0.08908  C1 1.079
18 H 3.02423 0.62273 -1.11726  O19 0.936
19 O 2.64469 1.12566 -0.42555  H18 0.936